No. 1
Molecular formula: C6H8O2
Method: DFT, ωB97M-V/def2-TZVPD

```
16
Properties=species:S:1:pos:R:3:forces:R:3
C -0.857 0.889 -2.071 -2.328 1.023 2.040
C -0.438 0.601 -0.452 -1.093 3.740 -3.565
C 1.374 -0.215 0.702 5.183 -0.080 -7.284
C 0.816 -0.120 1.948 -1.471 -0.507 5.214
C 0.274 -1.164 0.936 0.638 -4.151 2.511
C -0.812 -0.818 0.066 -2.313 -0.423 -0.871
H -1.131 2.058 -2.067 1.200 -2.668 -0.596
H -1.837 0.380 -2.455 1.756 0.624 1.213
H -0.042 0.531 -2.696 0.115 0.556 -0.015
H -0.858 1.609 0.043 0.226 -2.852 -0.301
H 2.390 -0.754 0.309 -2.231 1.892 1.759
H 0.051 0.623 2.226 0.896 0.022 -0.265
H 1.348 -0.605 2.882 -1.109 1.136 -2.114
H 0.472 -2.299 1.343 -0.567 2.993 -1.718
O 1.015 0.821 -0.428 -1.280 -3.481 3.241
O -1.765 -1.538 -0.288 2.379 2.176 0.752
```
Positions in Å, forces in eV/Å.

Output
- molar mass (u) = 112.1
- spin multiplicity = 1
- total charge = 0
- SMILES string = C[C@@H]1O[C@H]2C[C@H]2C1=O
- HOMO (eV) = -9.785
- energy above the lowest of the compared OMol25 structures with the same formula, charge and spin (kJ/mol) = 409.5
- gap between HOMO and LUMO (eV) = 10.4584

No. 2
Molecular formula: C6H8O3
Method: DFT, ωB97M-V/def2-TZVPD

```
17
Properties=species:S:1:pos:R:3:forces:R:3
C 0.860 -1.100 -0.025 -2.162 2.186 2.251
C 0.985 0.348 0.873 0.905 -0.221 -1.703
C 0.310 1.246 -0.230 -1.773 3.093 2.325
C 0.168 -0.597 -1.296 0.425 -0.033 -2.171
C -1.302 -0.243 -0.983 2.019 -0.603 0.832
C -1.149 0.882 -0.276 -5.487 0.410 0.695
H -0.280 -1.704 1.534 0.205 -0.334 -2.337
H 1.858 -1.556 -0.134 -0.763 -0.272 0.054
H 2.070 0.657 0.938 -1.017 -0.544 0.080
H -0.751 1.237 1.790 4.080 -3.368 1.690
H 0.382 2.372 -0.183 0.575 -1.065 0.633
H 0.311 -1.411 -2.133 0.025 2.410 0.953
H -2.091 -0.981 -1.148 0.009 0.893 0.035
H -2.178 1.417 0.038 2.781 -0.770 -0.187
O -0.244 -1.886 0.525 1.844 -0.102 2.631
O 0.388 0.435 2.164 -4.064 2.698 -2.998
O 0.661 0.884 -1.456 2.396 -4.379 -2.781
```
Positions in Å, forces in eV/Å.

Output
- molar mass (u) = 128.1
- spin multiplicity = 1
- total charge = 0
- HOMO (eV) = -9.370
- energy above the lowest of the compared OMol25 structures with the same formula, charge and spin (kJ/mol) = 586.1
- gap between HOMO and LUMO (eV) = 9.1155

No. 3
Molecular formula: C6H8O4
Method: DFT, ωB97M-V/def2-TZVPD

```
18
Properties=species:S:1:pos:R:3:forces:R:3
O -1.200 -0.998 2.904 0.490 0.301 -0.591
C -0.997 -0.526 1.830 -0.614 -1.386 0.313
O -1.756 0.394 1.187 0.290 0.549 -0.454
C -0.823 0.476 0.072 0.592 1.139 -0.039
C -0.432 1.782 -0.501 0.248 0.473 0.001
C -1.283 0.808 -1.296 0.002 -0.252 -0.285
C -0.054 -0.689 0.638 0.200 -1.868 0.964
C 0.304 -1.936 -0.048 -0.569 -0.385 0.593
O 1.242 -1.372 0.865 -0.919 1.335 -0.522
H 0.613 1.922 -0.784 -0.351 -0.198 0.076
H -0.924 2.672 -0.106 0.058 -0.326 -0.086
H -2.338 1.051 -1.421 0.288 -0.128 0.096
H -0.826 0.266 -2.126 -0.116 0.216 0.228
H -0.160 -2.864 0.292 0.259 0.086 -0.196
H 0.588 -1.861 -1.101 -0.103 -0.022 0.241
O 2.611 0.333 -0.526 -0.276 -1.934 1.167
H 2.433 -0.484 0.112 0.435 2.513 -1.632
H 3.002 1.027 0.010 0.087 -0.113 0.126
```
Positions in Å, forces in eV/Å.

Output
- molar mass (u) = 144.1
- spin multiplicity = 1
- total charge = 0
- HOMO (eV) = -10.592
- energy above the lowest of the compared OMol25 structures with the same formula, charge and spin (kJ/mol) = 355.1
- gap between HOMO and LUMO (eV) = 11.3354